Here is a cluster of 2 separate species, C24H30N6O6 in total from the Open Molecules 2025 dataset. Energies are from wB97M-V/def2-TZVPD.

Each line ends with the Löwdin charge.
Element x y z (Å)
N 5.000 -3.756 -5.025  -0.0092
C 5.007 -2.297 -4.841  -0.2505
C 5.514 -1.930 -3.438  -0.3533
O 4.589 -2.445 -2.469  -0.0564
C 5.672 -0.394 -3.313  -0.1389
N 5.603 0.094 -1.913  0.0572
C 4.436 0.324 -1.148  -0.1466
C 4.707 0.730 0.154  -0.0178
C 3.682 0.960 1.065  0.0244
C 2.324 0.813 0.718  -0.1128
N 1.366 1.005 1.751  -0.3264
O 0.317 0.350 1.733  0.0375
O 1.636 1.816 2.643  0.0665
C 2.019 0.449 -0.629  -0.0615
C 0.696 0.361 -1.111  0.0250
C 0.455 -0.060 -2.411  -0.0272
C 1.524 -0.380 -3.229  -0.0975
N 2.791 -0.270 -2.809  0.0860
C 3.071 0.167 -1.556  -0.1469
H 4.509 -4.019 -5.879  0.0651
H 4.581 -4.209 -4.209  0.0666
H 5.651 -1.841 -5.601  0.1149
H 3.995 -1.902 -4.976  0.1030
H 6.489 -2.399 -3.275  0.1425
H 3.821 -1.830 -2.439  0.0541
H 6.642 -0.116 -3.736  0.1210
H 4.928 0.122 -3.927  0.1079
H 6.466 0.038 -1.378  0.1346
H 5.732 0.862 0.483  0.1171
H 3.962 1.243 2.078  0.1241
H -0.175 0.615 -0.520  0.1078
H -0.560 -0.151 -2.786  0.1125
H 1.334 -0.720 -4.243  0.1142
C -2.086 -1.651 3.718  -0.0467
N -2.529 -0.829 2.594  0.0425
C -3.788 -0.791 2.140  -0.4552
O -4.696 -1.448 2.649  0.0446
C -4.089 0.150 0.961  -0.2074
C -4.649 1.495 1.443  -0.1001
C -3.773 2.154 2.490  -0.2377
C -2.535 2.709 2.111  -0.0328
C -1.676 3.248 3.085  -0.0009
C -2.055 3.240 4.443  -0.3097
O -1.214 3.756 5.376  0.0524
C -3.297 2.687 4.826  -0.0101
C -4.152 2.141 3.848  -0.0239
N -5.020 -0.467 0.012  0.1121
C -4.652 -0.995 -1.154  -0.5485
C -5.720 -1.736 -1.923  0.0006
O -3.517 -0.904 -1.610  0.0243
H -2.519 -1.271 4.644  0.0848
H -0.997 -1.625 3.791  0.0818
H -2.413 -2.683 3.574  0.0865
H -1.842 -0.234 2.153  0.0977
H -3.144 0.354 0.456  0.1345
H -4.744 2.166 0.588  0.1237
H -5.647 1.339 1.856  0.1193
H -2.235 2.711 1.072  0.1117
H -0.719 3.663 2.807  0.1076
H -1.529 3.606 6.267  0.0995
H -3.588 2.674 5.864  0.1041
H -5.092 1.693 4.142  0.1129
H -5.957 -0.644 0.338  0.1483
H -6.151 -2.508 -1.289  0.0828
H -5.269 -2.197 -2.801  0.0827
H -6.493 -1.034 -2.233  0.0818

Output
**E_LUMO**: -0.965 eV
**Energy above the lowest of the compared OMol25 structures with the same formula, charge and spin**: 70.9 kcal per mole
**E_tot**: -1712.47511 Ha
**HOMO**: -8.3 eV
**Gap between HOMO and LUMO**: 7.34 eV
**Charge**: 0

Here is an isolated molecule of C24H30O8 from the Open Molecules 2025 dataset. Energies are from wB97M-V/def2-TZVPD.

Each line ends with the Löwdin charge.
Element x y z (Å)
C 0.671 1.995 5.207  -0.0776
O 1.604 2.482 4.274  -0.1031
C 1.188 2.707 2.986  -0.1750
C -0.093 2.390 2.541  0.0395
C -0.464 2.600 1.228  -0.1541
C -1.853 2.239 0.740  -0.2478
O -2.720 1.815 1.775  -0.0826
C -2.761 0.398 1.836  -0.1235
C -1.934 -0.154 0.664  -0.1552
C -1.801 1.067 -0.248  -0.1623
C -3.042 0.944 -1.142  -0.1269
O -3.498 -0.398 -1.078  -0.0747
C -2.675 -1.165 -0.222  -0.2481
C -1.682 -2.032 -0.969  -0.1524
C -1.063 -3.077 -0.304  0.0414
C -0.144 -3.896 -0.952  -0.1996
O 0.374 -4.896 -0.186  -0.0662
C 1.640 -5.444 -0.493  -0.0673
C 0.155 -3.673 -2.305  -0.1488
O 0.954 -4.574 -3.010  -0.1557
C 0.198 -5.620 -3.588  -0.0716
C -0.414 -2.568 -2.953  -0.1921
O -0.171 -2.193 -4.239  -0.0623
C 1.038 -2.558 -4.873  -0.0672
C -1.333 -1.767 -2.278  0.0628
C 0.446 3.145 0.332  0.0224
C 1.721 3.481 0.756  -0.1853
O 2.680 4.034 -0.038  -0.0609
C 2.377 4.270 -1.388  -0.0843
C 2.109 3.268 2.093  -0.1301
O 3.402 3.613 2.375  -0.0548
C 3.738 4.057 3.670  -0.0721
H 1.207 1.946 6.154  0.0951
H 0.319 0.993 4.941  0.0957
H -0.187 2.667 5.311  0.1000
H -0.823 1.983 3.218  0.1046
H -2.309 3.130 0.289  0.1640
H -3.811 0.092 1.761  0.1335
H -2.368 0.057 2.801  0.1229
H -0.972 -0.538 1.000  0.1572
H -0.881 1.056 -0.831  0.1509
H -3.850 1.592 -0.780  0.1334
H -2.828 1.207 -2.183  0.1246
H -3.333 -1.816 0.367  0.1612
H -1.290 -3.294 0.728  0.1312
H 2.007 -5.868 0.443  0.0943
H 1.573 -6.238 -1.241  0.0833
H 2.334 -4.679 -0.845  0.1021
H 0.911 -6.259 -4.108  0.0974
H -0.540 -5.234 -4.301  0.0997
H -0.331 -6.202 -2.825  0.0994
H 1.176 -1.830 -5.673  0.0942
H 1.883 -2.509 -4.183  0.1018
H 0.988 -3.559 -5.307  0.0838
H -1.786 -0.955 -2.820  0.1266
H 0.139 3.319 -0.687  0.1123
H 1.549 4.979 -1.500  0.0960
H 2.133 3.343 -1.917  0.0962
H 3.279 4.702 -1.819  0.0942
H 3.013 4.783 4.046  0.1007
H 4.710 4.538 3.565  0.0929
H 3.814 3.228 4.378  0.0864

Output
**E_LUMO**: 0.611 eV
**Energy above the lowest of the compared OMol25 structures with the same formula, charge and spin**: 0.0 kcal per mole
**E_tot**: -1534.33569 Ha
**HOMO**: -7.9 eV
**Gap between HOMO and LUMO**: 8.47 eV
**Charge**: 0

Here is a structure of composition C24H31BiF9N2O5 from the Open Molecules 2025 dataset. Energies are from wB97M-V/def2-TZVPD.

Each line ends with the Löwdin charge.
Element x y z (Å)
Bi 0.462 0.327 -0.511  1.9137
C 4.980 -1.293 0.534  -0.0365
C 3.495 -1.428 0.263  -0.5011
O 3.089 -1.034 -0.845  -0.0961
C 2.694 -2.018 1.289  -0.0629
C 1.330 -2.276 1.257  -0.3470
C 0.796 -3.337 2.185  -0.0481
N 0.433 -1.666 0.463  -0.1620
N -0.745 -2.394 0.227  0.0685
C -1.356 -2.002 -0.839  -0.4971
O -0.983 -0.997 -1.595  -0.2851
C -2.595 -2.729 -1.261  -0.1435
C -3.162 -3.733 -0.474  -0.0332
C -4.318 -4.378 -0.887  -0.0982
C -4.925 -4.032 -2.091  -0.1142
C -4.368 -3.031 -2.874  -0.0958
C -3.211 -2.381 -2.459  -0.0323
H 5.539 -1.611 -0.349  0.0743
H 5.305 -1.855 1.411  0.0687
H 5.189 -0.231 0.703  0.0710
H 3.232 -2.429 2.131  0.0842
H 1.571 -3.633 2.893  0.0718
H 0.479 -4.209 1.612  0.0741
H -0.081 -2.967 2.722  0.0713
H -2.677 -3.986 0.461  0.1062
H -4.752 -5.154 -0.267  0.0938
H -5.831 -4.536 -2.410  0.0908
H -4.840 -2.752 -3.811  0.0946
H -2.767 -1.590 -3.053  0.1107
C 1.264 0.088 -3.883  -0.1233
O 0.380 1.176 -3.648  -0.2304
C 0.897 2.434 -4.014  -0.2233
C 2.071 2.903 -3.181  -0.2196
O 1.794 2.992 -1.806  -0.2292
C 0.909 4.036 -1.448  -0.1007
H 1.628 0.106 -4.917  0.0888
H 0.690 -0.822 -3.713  0.0839
H 2.118 0.088 -3.197  0.0651
H 0.067 3.136 -3.928  0.1173
H 1.226 2.429 -5.062  0.1229
H 2.395 3.875 -3.581  0.1246
H 2.903 2.203 -3.273  0.1249
H 1.281 5.004 -1.805  0.0894
H 0.856 4.050 -0.361  0.0807
H -0.100 3.880 -1.846  0.0796
F 3.547 1.537 4.454  0.1349
C 3.138 0.890 3.334  -0.5138
F 4.114 1.006 2.423  0.1486
F 3.031 -0.419 3.643  0.1420
C 1.779 1.448 2.736  -0.3441
O 1.677 1.142 1.447  -0.2637
C 0.609 0.889 3.640  -0.5101
F 0.910 0.820 4.959  0.1424
F 0.282 -0.341 3.222  0.1518
F -0.499 1.660 3.533  0.1312
C 1.810 3.021 2.899  -0.5208
F 1.587 3.464 4.157  0.1392
F 0.868 3.572 2.110  0.1316
F 2.999 3.517 2.496  0.1477
C -3.894 1.822 0.349  -0.1012
C -2.803 0.744 0.412  -0.5036
C -2.969 -0.065 1.699  -0.0834
C -1.417 1.397 0.301  -0.3033
H -4.890 1.385 0.475  0.0681
H -3.871 2.349 -0.613  0.0695
H -3.744 2.562 1.145  0.0770
H -2.955 0.087 -0.445  0.1022
H -2.851 0.589 2.572  0.0727
H -2.232 -0.868 1.775  0.0572
H -3.967 -0.516 1.744  0.0731
H -1.155 1.892 1.238  0.0307
H -1.466 2.193 -0.469  0.0322

Output
**E_LUMO**: 2.777 eV
**Energy above the lowest of the compared OMol25 structures with the same formula, charge and spin**: 13.2 kcal per mole
**E_tot**: -2532.32231 Ha
**HOMO**: -4.2 eV
**Gap between HOMO and LUMO**: 6.99 eV
**Charge**: -1